Here is one molecule with the formula C3H7NS2 at a distorted geometry from the OMol25 dataset. Energies are from wB97M-V/def2-TZVPD.

Last column: Löwdin charge in e.
Element x y z (Å)
S -2.588 -0.511 0.056  0.67
S 0.635 -0.389 -0.088  0.85
N -1.751 1.006 0.000  -0.44
C 2.210 0.558 -0.002  -0.56
C -0.452 1.052 -0.008  -0.57
C 3.248 -0.506 0.075  -0.23
H 2.155 1.282 -0.786  0.06
H 0.058 1.995 -0.051  0.06
H 3.146 -0.998 1.105  0.10
H 2.244 1.206 0.900  0.09
H -1.635 -1.426 -0.273  -0.20
H 4.336 -0.100 -0.013  0.10
H 3.170 -1.226 -0.763  0.07

Properties
2S+1   1
ΔE to the lowest compared entry with this formula, charge and spin   135.8 kJ/mol
Kohn-Sham gap   9.43 eV
SMILES   CCS/C=N\S